[1]
# CHN2

A gas-phase ion, CHN2 (charge +1) in a non-equilibrium geometry (ωB97M-V with the def2-TZVPD basis set, the OMol25 dataset).

The frontier orbital gap comes out at 10.3 eV. Its SMILES is C1#[N+]N1. The calculation puts the HOMO energy at -19.454 eV. As for the max |F|: 3.35 eV/A.

Structure (ORCA input):
```
! wB97M-V def2-TZVPD RIJCOSX def2/J DEFGRID3
* xyz 1 1
C -1.03 -0.24 0.13
N 0.04 0.03 1.03
N 0.26 0.04 -0.16
H 0.73 0.17 -1.01
*
```

How positive or negative is each atom? The Löwdin charges in e answer that: atom 1 (C): 0.2977, atom 2 (N): 0.3337, atom 3 (N): 0.1802, atom 4 (H): 0.1884

***

[2]
# CHN2

A gas-phase ion, CHN2 (charge +1) in a non-equilibrium geometry (ωB97M-V with the def2-TZVPD basis set, the OMol25 dataset).

The frontier orbital gap (alpha / beta) comes out at 9.2 / 9.2 eV. The calculation puts the HOMO energy (alpha / beta) at -19.244 / -19.247 eV. As for the max |F|: 3.94 eV/A.

Structure (ORCA input):
```
! wB97M-V def2-TZVPD RIJCOSX def2/J DEFGRID3
* xyz 1 1
C 0.53 0.75 -0.65
N -0.17 -1.39 0.98
N 0.06 -0.55 0.28
H -0.42 1.18 -0.61
*
```

How positive or negative is each atom? The Löwdin charges in e answer that: atom 1 (C): 0.5438, atom 2 (N): 0.3836, atom 3 (N): 0.0605, atom 4 (H): 0.0122